{"formula": "C27H31BBrMnN2O7", "method": "wB97M-V/def2-TZVPD", "elements": ["Mn", "C", "O", "C", "C", "C", "C", "C", "C", "O", "C", "O", "C", "H", "H", "H", "H", "H", "H", "H", "H", "H", "N", "C", "C", "C", "C", "C", "N", "H", "H", "H", "H", "H", "H", "C", "C", "C", "O", "B", "O", "C", "C", "C", "H", "H", "H", "H", "H", "H", "H", "H", "H", "H", "H", "H", "Br", "C", "C", "C", "C", "C", "C", "C", "O", "O", "H", "H", "H", "H"], "coordinates": [[-0.01316, 0.17562, -0.66338], [-0.85783, 7.11097, -0.84602], [0.53002, 6.89534, -0.72639], [0.95852, 5.59560, -0.77324], [2.34925, 5.42326, -0.64184], [2.84266, 4.14604, -0.67292], [2.03413, 3.00603, -0.84634], [2.63677, 1.68515, -0.95718], [4.01694, 1.39969, -0.41001], [2.05057, 0.72420, -1.45181], [0.61847, 3.17985, -0.96947], [-0.23931, 2.24000, -1.08305], [0.12395, 4.52223, -0.93054], [-1.00291, 8.18780, -0.78905], [-1.40709, 6.62374, -0.03509], [-1.23710, 6.74072, -1.80329], [2.98478, 6.28935, -0.52531], [3.91331, 4.01915, -0.58776], [4.63005, 2.26389, -0.17740], [4.53790, 0.73724, -1.09976], [3.83639, 0.84311, 0.51349], [-0.94881, 4.62394, -1.01287], [-2.83131, -1.83498, -0.27317], [-3.36194, -0.69550, -0.82028], [-4.75404, -0.53703, -0.94305], [-5.23993, 0.60287, -1.53799], [-4.35288, 1.57016, -2.00293], [-3.00188, 1.33423, -1.83379], [-2.51114, 0.23227, -1.26447], [-3.41870, -2.29639, 0.40206], [-1.87063, -1.73627, 0.04201], [-5.41793, -1.30708, -0.57188], [-6.31000, 0.74391, -1.63738], [-4.69424, 2.48273, -2.47061], [-2.25596, 2.05741, -2.14000], [2.52881, -4.04985, -2.08953], [1.00208, -4.08704, -2.06680], [0.49234, -5.03607, -3.14005], [0.53995, -2.76301, -2.35666], [0.31090, -2.06621, -1.15851], [0.37119, -3.01239, -0.10774], [0.42702, -4.33629, -0.64851], [1.29312, -5.20456, 0.25048], [-1.00121, -4.87672, -0.67304], [2.85221, -3.69240, -3.06771], [2.96717, -5.03521, -1.91619], [2.90607, -3.35689, -1.33727], [0.94833, -4.78206, -4.09768], [-0.58797, -4.96031, -3.24810], [0.74963, -6.07261, -2.90544], [2.26621, -4.74672, 0.41705], [1.44081, -6.19923, -0.17912], [0.80580, -5.32288, 1.21930], [-1.63633, -4.25527, -1.30515], [-1.39999, -4.84047, 0.34174], [-1.04728, -5.90914, -1.02671], [-2.43807, -1.05958, 3.81830], [-0.90459, -0.07128, 4.36625], [-0.77317, 0.09644, 5.74052], [0.30902, 0.78827, 6.25301], [1.26718, 1.31024, 5.39199], [1.12710, 1.13087, 4.03024], [0.04112, 0.44399, 3.48349], [-0.00840, 0.33674, 1.96496], [1.04285, 0.61899, 1.34260], [-1.07858, -0.00587, 1.41442], [-1.52553, -0.32166, 6.39464], [0.40027, 0.91576, 7.32461], [2.11928, 1.85367, 5.77925], [1.85577, 1.51950, 3.33205]], "forces_ev_per_angstrom": [[-0.10, -0.18, -0.16], [-0.02, 0.02, 0.00], [0.04, -0.07, -0.01], [0.03, 0.13, 0.01], [-0.05, -0.05, -0.01], [0.00, 0.02, 0.01], [0.16, -0.05, -0.01], [0.00, 0.16, 0.05], [0.02, -0.04, 0.06], [-0.05, -0.10, -0.10], [-0.17, 0.17, 0.03], [0.10, -0.27, -0.03], [-0.03, -0.08, 0.02], [-0.02, -0.01, 0.00], [-0.01, 0.02, -0.02], [-0.01, 0.02, 0.02], [0.02, 0.00, 0.00], [0.00, 0.00, 0.00], [0.00, 0.02, -0.01], [0.00, 0.01, 0.00], [0.03, 0.00, 0.01], [0.01, 0.01, 0.00], [-0.01, 0.05, 0.09], [0.01, -0.01, 0.02], [0.02, 0.03, -0.03], [-0.05, 0.00, 0.01], [0.04, 0.00, 0.00], [-0.06, -0.02, -0.05], [0.18, 0.07, 0.07], [-0.01, -0.02, -0.01], [-0.02, -0.03, -0.02], [0.00, -0.01, 0.00], [0.00, 0.00, 0.00], [-0.02, 0.00, 0.00], [0.00, -0.01, 0.00], [0.02, 0.00, 0.00], [0.00, -0.07, -0.03], [-0.01, -0.01, 0.02], [0.00, 0.10, -0.05], [-0.03, 0.14, 0.14], [-0.02, 0.09, -0.01], [0.01, -0.14, 0.00], [0.00, 0.01, 0.01], [-0.03, 0.00, -0.04], [-0.01, 0.02, 0.00], [-0.02, -0.02, -0.01], [-0.01, 0.01, 0.01], [0.01, 0.02, -0.01], [-0.01, 0.01, 0.00], [0.02, 0.00, 0.03], [0.01, 0.01, 0.00], [-0.02, 0.00, -0.03], [-0.01, 0.01, 0.01], [0.01, 0.01, 0.01], [0.00, 0.01, 0.02], [0.03, -0.02, 0.01], [0.05, 0.01, 0.05], [-0.03, 0.00, -0.04], [0.01, -0.01, -0.06], [0.07, 0.04, 0.01], [-0.05, -0.02, 0.09], [-0.06, -0.03, -0.08], [-0.03, -0.03, -0.07], [-0.08, -0.06, 0.25], [-0.01, 0.02, -0.07], [0.12, 0.10, -0.12], [0.01, 0.00, 0.02], [0.01, 0.01, 0.00], [0.00, 0.00, 0.03], [0.00, 0.00, -0.01]], "relative_energy_ev": 0.000, "mol_weight_da": 641.21, "total_energy_ha": -5433.7761, "largest_force_ev_per_a": 0.29, "homo_ev": [-3.671, -4.462], "total_charge": -1, "multiplicity": 6}